The following is a DFT calculation (the ωB97M-V functional and the def2-TZVPD basis) of a molecular structure, C31H59F4N2O10S4.

Structure (XYZ):
```
110
C31H59F4N2O10S4 | OMol25 | the ωB97M-V functional and the def2-TZVPD basis
C -1.860 -1.036 2.676
C -2.321 -2.199 3.569
C -2.157 -3.520 2.777
C -3.476 -3.893 2.066
C -3.372 -4.249 0.565
C -2.030 -4.829 0.110
C -1.193 -3.739 -0.583
C -0.169 -4.261 -1.594
N 0.078 -3.189 -2.599
C -0.942 -3.202 -3.689
C -1.364 -1.801 -4.083
C -2.204 -1.093 -3.013
C -1.429 -0.688 -1.755
C -0.550 0.559 -1.876
C 0.451 0.542 -0.697
C 0.475 1.801 0.153
C 1.448 1.687 1.328
C 1.381 -3.123 -3.050
S 1.977 -1.736 -3.710
S 2.446 -4.527 -2.823
C 4.059 -3.753 -2.628
C 4.401 -3.337 -1.186
C 3.168 -2.656 -0.574
C 3.411 -1.621 0.499
F 2.269 -1.563 1.293
O 4.533 -1.896 1.240
C 4.771 -1.023 2.345
C 4.121 -1.508 3.636
C 4.447 0.479 2.099
N 3.484 0.744 0.965
C 3.585 -0.235 -0.141
C 4.921 -0.075 -0.839
O 5.144 1.321 -1.099
C 4.985 1.691 -2.408
F 5.990 1.228 -3.171
F 3.817 1.245 -2.905
F 4.986 3.035 -2.455
H -2.079 -0.060 3.094
H -0.795 -1.175 2.488
H -2.342 -1.158 1.707
H -1.684 -2.227 4.452
H -3.346 -2.059 3.895
H -1.335 -3.349 2.093
H -1.934 -4.284 3.517
H -3.997 -4.670 2.616
H -4.127 -3.024 2.131
H -3.671 -3.387 -0.024
H -4.131 -5.006 0.368
H -2.167 -5.633 -0.608
H -1.450 -5.217 0.945
H -1.884 -3.112 -1.140
H -0.723 -3.077 0.142
H -0.564 -5.147 -2.088
H 0.738 -4.478 -1.054
H -0.537 -3.750 -4.539
H -1.818 -3.740 -3.340
H -0.524 -1.184 -4.382
H -1.982 -1.887 -4.979
H -2.653 -0.195 -3.435
H -3.036 -1.743 -2.736
H -0.785 -1.481 -1.402
H -2.166 -0.506 -0.970
H -1.209 1.424 -1.866
H 0.007 0.499 -2.806
H 0.195 -0.291 -0.032
H 1.440 0.315 -1.091
H 0.810 2.628 -0.471
H -0.509 1.990 0.558
H 1.492 2.642 1.845
H 2.462 1.456 1.000
H 1.115 0.941 2.056
H 4.117 -2.893 -3.284
H 4.780 -4.474 -3.004
H 4.665 -4.232 -0.634
H 5.285 -2.708 -1.216
H 2.503 -2.237 -1.321
H 2.604 -3.439 -0.076
H 5.839 -1.080 2.530
H 4.440 -2.530 3.807
H 4.555 -0.911 4.435
H 3.044 -1.402 3.628
H 3.964 0.852 2.994
H 5.336 1.081 1.952
H 3.635 1.700 0.631
H 2.541 0.748 1.352
H 2.806 -0.055 -0.877
H 4.932 -0.639 -1.766
H 5.765 -0.419 -0.251
C -3.886 4.697 -2.407
C -4.616 4.990 -1.116
O -4.826 3.685 -0.531
S -3.605 2.734 -0.899
O -2.683 2.719 0.179
O -4.118 1.530 -1.444
O -2.990 3.623 -2.075
H -4.565 4.346 -3.187
H -3.325 5.552 -2.772
H -5.569 5.486 -1.277
H -4.008 5.588 -0.431
C -3.825 7.580 4.024
C -4.366 8.833 3.368
O -3.489 9.051 2.253
S -2.986 7.649 1.680
O -3.796 7.282 0.569
O -1.577 7.677 1.583
O -3.423 6.748 2.925
H -2.946 7.793 4.634
H -4.570 7.068 4.626
H -4.353 9.694 4.028
H -5.378 8.680 2.986
```

Results
- E_LUMO: -2.2 eV
- Spin multiplicity: 1
- Orbital gap: 8.36 eV
- Net charge: +1